The following is a quantum chemistry calculation of 2 unconnected molecules or ions with the total composition C6H12NO in a non-equilibrium geometry, from OMol25.

Summary:
* molecular weight: 114.17 g/mol
* E_tot: -365.49014 hartree
* total charge: +1
* HOMO energy: -12.62 eV
* energy relative to the best compared isomer or geometry (same formula, charge and spin): 37.2 kcal/mol

Last columns: bonded neighbours and bond lengths (Å).
Atoms and positions in Å:
1 O -1.997 -0.601 0.201  C7 1.154
2 N 0.813 -0.911 0.476  C4 1.380, C6 1.282, H18 0.941
3 C 0.376 1.470 1.046  C6 1.544, H10 1.036, H12 1.073, H17 1.112
4 C 1.581 -1.966 0.028  N2 1.380, H9 1.045, H13 1.145, H19 1.099
5 C -4.171 0.260 -0.412  C7 1.267, H14 1.090, H15 1.169
6 C 0.974 0.329 0.195  N2 1.282, C3 1.544, C8 1.497
7 C -3.008 -0.135 -0.099  O1 1.154, C5 1.267
8 C 1.865 0.755 -0.931  C6 1.497, H11 1.050, H16 1.125, H20 1.046
9 H 2.502 -1.959 0.522  C4 1.045
10 H 0.429 1.287 2.064  C3 1.036
11 H 2.824 0.377 -0.732  C8 1.050
12 H -0.645 1.570 0.730  C3 1.073
13 H 1.908 -1.771 -1.052  C4 1.145
14 H -5.113 -0.235 -0.177  C5 1.090
15 H -4.241 1.089 -1.234  C5 1.169
16 H 2.001 1.857 -1.111  C8 1.125
17 H 0.994 2.384 0.910  C3 1.112
18 H 0.253 -0.974 1.230  N2 0.941
19 H 0.989 -2.892 0.035  C4 1.099
20 H 1.666 0.065 -1.691  C8 1.046